285
Properties=species:S:1:pos:R:3:forces:R:3:lowdin_charge:R:1 method="wB97M-V/def2-TZVPD" homo_energy_ev="-11.8364 / -11.8364" spin_multiplicity=2 orbital_gap_ev="5.5 / 2.1" charge=+4 lumo_ev="-6.288 / -9.763" molar_mass_g_mol=1592.3
H 3.605 6.007 4.772 -0.278 0.522 -0.021 0.122
H -2.095 1.361 9.590 0.942 0.460 -0.312 0.113
H 6.530 -2.782 5.023 -0.328 -0.534 -0.173 0.134
H -4.244 -4.408 -0.392 -0.276 -0.566 -0.449 0.092
H 7.560 9.700 -1.199 -0.215 0.132 -0.012 0.124
H 1.891 4.191 -2.536 -0.211 0.571 -0.180 0.083
H 6.518 9.388 -3.429 0.393 -0.093 0.139 0.118
H -8.210 0.638 1.299 0.254 -0.563 -0.139 0.126
H 4.122 6.611 -0.501 0.450 0.047 0.230 0.112
H 1.868 -4.173 0.991 -0.168 0.114 0.047 0.080
C -2.679 0.544 5.354 1.255 -0.899 0.593 0.073
C -8.308 2.230 -9.568 -0.144 0.998 1.062 -0.141
O -6.165 2.603 -1.565 -1.291 0.490 2.155 -0.192
H 5.918 9.839 -0.476 0.301 0.003 0.153 0.115
H -0.291 1.781 -1.563 -0.246 -0.042 -0.121 0.095
H 2.518 -4.100 -3.541 0.121 -0.261 -0.022 0.126
H 1.339 4.624 1.638 0.252 -0.238 -0.690 0.103
H 2.236 8.398 7.365 0.629 0.442 -1.189 0.106
H -2.338 -3.351 -0.085 -0.158 -0.110 0.399 0.083
H 2.186 -0.191 3.467 -0.463 0.824 -0.112 0.058
C 8.359 0.054 3.511 1.248 0.526 -0.794 -0.169
N 0.519 -0.182 -1.299 0.628 -0.539 -2.979 -0.181
C -4.831 -7.734 -2.581 -0.593 0.370 -1.363 -0.223
H 4.962 0.329 4.621 0.190 0.220 0.041 0.095
O -0.981 2.679 2.344 2.090 0.311 0.859 0.041
H 0.935 1.255 1.207 -0.275 -0.199 -0.275 0.065
H -6.030 2.792 1.738 -0.202 0.076 -0.193 0.069
C 2.023 4.115 4.062 -0.409 -0.162 -0.123 -0.107
H 6.147 -1.566 1.721 -0.525 -0.144 0.558 0.106
C -4.725 -1.763 0.949 -1.627 0.217 0.954 -0.041
H -6.001 -1.094 -1.441 -0.273 0.184 0.198 0.091
H -1.240 -1.280 -0.947 0.226 -0.419 0.160 0.117
H -0.181 0.472 3.807 -0.798 0.613 0.417 0.098
H -4.269 -2.102 -2.410 -1.685 0.492 1.510 0.058
H -2.895 -8.497 -0.984 -0.172 0.347 -0.108 0.100
H 2.369 -0.374 -0.180 -0.397 -0.165 0.039 0.105
H 2.690 -6.390 -4.928 -0.047 -0.142 0.290 0.105
H 7.402 7.188 -0.959 0.186 0.472 -0.216 0.129
H -1.870 -6.541 -2.465 0.186 -0.089 0.306 0.102
N -1.641 0.137 6.441 -0.524 1.045 1.088 -0.239
H 8.239 -1.345 5.026 -0.766 -0.521 0.074 0.139
O -1.996 2.322 0.357 1.493 -0.671 -0.119 -0.038
H -9.057 1.963 -7.529 0.057 0.112 0.082 0.132
H -3.301 -0.606 9.315 0.387 0.459 0.293 0.117
O 5.161 2.195 1.193 0.179 1.791 1.164 -0.053
O 1.682 7.402 5.585 1.799 -0.588 -2.696 -0.195
H -8.273 -1.421 -7.794 -0.236 0.010 -0.256 0.112
H 1.521 -5.761 1.745 -0.873 0.888 -0.482 0.027
H -7.362 0.310 -5.939 0.104 0.271 0.148 0.128
O 2.836 2.304 -4.358 -1.464 -1.184 -0.527 0.199
N -6.312 0.203 0.300 0.363 -0.567 -1.229 -0.205
H -3.660 0.778 5.766 0.409 0.314 0.288 0.109
H 1.243 -1.505 4.011 -0.509 -0.028 -0.142 0.061
H -0.006 5.831 3.085 0.259 -0.411 0.089 0.141
C -2.307 -5.724 -1.891 -0.464 -1.070 0.319 -0.102
C -3.183 -2.519 -3.456 1.625 -1.289 -3.620 -0.928
H -1.938 -7.472 0.090 -0.217 0.142 0.231 0.113
C -2.199 -4.398 0.185 -0.269 -1.650 -0.378 -0.100
C -6.800 -0.512 -0.981 -1.640 0.472 1.162 0.026
H 7.648 -0.022 1.477 0.410 -0.084 -0.180 0.110
H 0.122 -1.866 -2.643 -0.046 0.233 -0.300 0.078
H -0.339 0.949 7.928 -0.004 -0.248 -0.114 0.124
H 1.538 -0.839 -3.186 -0.215 0.150 0.186 0.107
C 2.360 -7.146 2.046 1.425 -3.511 2.331 -0.941
H 4.069 3.511 3.615 0.063 -0.253 -0.075 0.072
C -4.803 -6.537 -1.679 0.809 -0.781 0.812 -0.119
H 8.869 -1.298 1.863 -0.081 0.220 -0.223 0.125
H -3.359 -6.687 -3.955 -0.201 0.150 0.506 0.052
O -4.193 -2.348 -4.162 -1.420 0.699 -0.223 -0.034
C 5.835 9.529 -2.591 0.652 -0.437 -0.391 -0.154
H 1.535 -2.952 2.253 0.543 0.317 -0.024 0.084
H -2.129 0.242 -2.389 -0.274 0.009 -0.323 0.063
C -3.166 -0.004 8.417 0.971 0.014 -1.017 -0.110
C 0.331 0.353 4.761 0.765 -0.901 -1.041 -0.191
N 2.129 5.505 3.309 2.297 -2.084 -0.636 -0.210
H -5.935 -0.444 2.273 0.158 -0.081 -0.040 0.115
C -0.485 -0.762 -0.356 -0.038 1.111 1.623 -0.056
C 2.265 5.168 1.822 -1.228 0.795 0.863 -0.001
H 7.370 0.126 5.480 -0.527 -0.111 -0.221 0.141
C 5.390 0.108 3.643 0.764 -1.160 0.520 0.030
H 2.234 6.147 1.344 0.058 -0.214 -0.340 0.093
H 2.816 -8.504 -0.131 0.231 0.418 0.217 0.078
C -1.349 0.542 -3.089 1.270 -0.369 1.344 -0.031
H 1.112 7.243 7.473 -0.817 -0.205 0.269 0.093
C 4.328 -2.851 0.014 -0.970 -0.658 -1.952 0.001
H 4.303 2.680 -2.800 0.235 -0.368 1.150 0.065
C -3.587 -5.158 0.048 1.014 0.199 -0.168 -0.036
H -6.127 2.286 -9.984 -0.269 0.355 0.683 0.123
H -5.059 -5.626 -2.220 0.292 0.092 0.183 0.138
H 2.279 -8.995 -1.674 -0.198 0.145 -0.215 0.081
C -5.005 0.948 -0.106 -0.091 0.632 -0.431 -0.049
C 1.778 0.407 -0.659 -0.961 -0.162 -0.560 -0.138
H -0.776 -1.403 5.272 -0.171 -0.072 0.143 0.108
H -0.079 -5.878 -3.337 0.035 0.430 0.513 0.051
N 5.527 7.122 -2.083 -0.634 0.954 0.886 -0.215
H 4.551 -3.327 0.969 -0.081 -0.707 -0.338 0.075
H 3.044 4.043 -1.302 0.058 -0.434 0.017 0.043
H 5.792 6.064 -4.093 -0.684 0.730 0.301 0.113
H 9.412 -0.060 3.773 0.096 0.374 -0.301 0.123
O 3.799 -3.754 -1.106 0.151 1.303 1.709 -0.203
H 0.676 1.223 -2.970 0.367 -0.086 0.399 0.101
H -5.146 1.493 -7.594 0.873 -0.211 0.073 0.112
H -7.486 2.734 -7.581 0.422 -0.510 -0.092 0.127
C 1.130 -3.475 1.386 0.085 0.282 -0.172 -0.021
H -4.680 1.539 0.750 0.109 0.013 -0.148 0.106
H 5.959 7.542 -0.038 0.184 0.210 0.007 0.098
H -0.693 -1.922 1.471 -0.626 0.434 0.335 0.121
O -3.088 3.032 2.084 -2.700 1.145 2.410 0.002
H -4.195 -0.076 -5.563 0.174 -0.139 0.209 0.064
H 5.285 -1.712 5.593 -0.079 0.099 0.047 0.127
C -6.654 0.361 -6.767 -0.505 -0.802 0.093 -0.122
C 3.084 3.045 3.667 0.157 0.776 -0.452 -0.049
H -1.463 3.219 2.975 0.511 0.241 1.565 0.078
H -0.978 0.067 0.152 -0.239 0.527 -0.443 0.114
C 4.303 -5.699 -2.637 -1.385 1.372 0.091 -0.071
H 3.199 2.163 4.296 -0.484 0.481 0.809 0.070
C 1.510 1.540 0.327 0.860 0.201 0.213 -0.041
N 2.821 -6.104 -2.741 0.072 -0.195 -1.558 -0.238
N 6.343 -1.070 3.874 -1.011 -1.360 1.048 -0.224
H -0.216 7.565 4.947 -0.246 0.226 -0.828 0.138
C 4.553 -3.001 3.988 0.847 0.556 0.021 -0.226
H -5.842 2.315 -6.287 -0.552 0.090 -0.117 0.094
C 1.931 -4.858 -3.023 -1.285 -1.047 -0.048 -0.122
H 1.033 3.727 3.822 -0.108 0.155 -0.245 0.102
H 4.589 8.076 3.752 -0.061 -0.419 0.606 0.093
H -7.354 0.116 -1.679 0.998 0.799 -0.084 0.103
C 2.274 -6.816 -1.466 0.631 -0.022 -1.131 -0.109
H -5.507 -6.712 -0.865 0.012 0.298 0.144 0.134
H 3.501 -2.157 0.166 0.155 -0.023 -0.040 0.059
H -8.494 3.235 -9.946 0.489 0.463 0.827 0.131
O 4.793 2.417 -0.921 -0.394 1.346 -2.208 0.061
H -4.838 1.128 -4.473 -0.064 0.191 -0.171 0.043
H 3.983 7.878 2.225 -0.353 -0.862 -0.441 0.059
H 1.668 -4.480 -2.036 0.130 0.147 -0.106 0.093
H -5.957 -0.198 -9.359 0.256 0.611 0.622 0.136
H 4.842 3.207 -0.377 -0.088 1.054 -0.315 0.069
H 4.853 -5.479 -0.671 0.144 0.359 0.715 0.130
H -7.730 2.832 2.292 -0.028 -0.088 -0.249 0.091
H -9.423 -0.311 -8.680 0.112 -0.169 0.144 0.109
C 4.695 -4.754 -1.469 0.283 -1.347 0.078 -0.220
O 3.245 -6.312 2.246 1.758 2.611 -0.292 -0.050
C 2.416 4.788 -1.790 0.938 -1.166 1.127 -0.080
H -6.815 2.265 -3.483 -0.149 -0.486 -0.146 0.069
H -5.849 -7.849 -2.953 -0.301 0.078 0.471 0.120
H 2.204 -0.700 5.121 0.261 0.193 0.258 0.075
H 7.175 -2.698 2.666 -0.216 0.104 0.387 0.141
H 7.100 7.129 -3.380 -0.038 -0.246 -0.630 0.111
H -7.502 -0.393 -9.978 -0.550 0.009 0.475 0.129
C 1.010 -1.304 -2.354 -0.568 0.465 1.995 0.067
C -2.062 2.669 1.558 -1.342 -1.305 -4.770 -0.907
H 6.004 0.919 3.254 -0.641 0.004 -0.259 0.089
H 0.605 8.760 6.729 0.032 0.174 -0.245 0.104
H -6.623 1.601 2.871 -0.039 0.038 0.108 0.068
H -5.773 3.618 -3.291 0.099 0.405 -0.059 0.093
C -1.264 1.272 7.449 -0.175 -0.190 0.429 -0.069
C 6.277 6.439 -3.192 1.601 -0.225 1.612 0.012
H 5.655 -4.321 -1.750 0.285 -0.068 -0.049 0.133
H -9.303 1.830 -9.764 0.470 -1.154 -0.921 0.122
O -2.643 -4.733 3.917 0.966 -1.281 0.702 0.001
C -5.061 1.749 -1.427 -0.674 0.010 -1.550 -0.187
H -4.037 -5.484 0.986 0.284 -0.367 -0.067 0.131
C 0.874 6.359 3.453 1.097 1.181 0.971 -0.058
H 2.329 0.635 -1.571 0.396 0.725 0.400 0.120
C 3.958 2.721 -4.614 1.345 2.013 3.977 -0.731
C 0.568 -5.138 -3.808 1.482 -0.249 0.211 -0.036
H -4.862 -2.224 -0.029 0.714 0.671 -0.324 0.048
H 4.571 -0.222 3.003 0.416 0.235 -0.336 0.091
C -0.425 -0.508 5.786 -0.084 0.911 -0.302 -0.117
C -2.256 -0.848 7.432 -1.656 0.414 -1.041 -0.075
H 0.712 1.294 5.157 -0.321 0.162 0.033 0.099
C -6.913 0.323 -9.404 -0.153 -0.147 -0.587 -0.069
C -2.402 1.373 8.544 0.178 -1.271 -0.413 -0.112
H 5.430 10.516 -2.815 -0.294 -0.045 0.553 0.135
H 4.575 -4.504 5.507 -0.356 -0.628 -0.302 0.094
C 6.492 7.786 -0.957 -1.242 -0.400 -1.095 -0.019
C 0.599 6.844 4.893 -0.735 -0.168 0.701 -0.185
C 6.531 9.343 -1.229 -0.272 -1.237 -0.273 -0.105
H 1.891 -7.643 -3.817 -0.102 0.130 -0.693 0.104
H 2.894 2.557 2.711 -0.108 0.542 -0.243 0.052
O 1.242 -6.647 1.503 -1.997 0.899 -1.088 0.035
O -2.073 -2.850 -3.846 2.053 -0.333 0.103 -0.010
C -4.449 0.981 -5.480 -0.574 -1.143 -1.333 -0.053
H 2.862 8.199 3.534 0.166 0.042 0.089 0.068
H 3.788 -2.407 3.489 0.219 0.614 -0.012 0.086
C -6.037 -0.940 1.308 1.914 -0.092 0.105 -0.108
N -3.423 -6.369 -0.994 0.360 2.732 0.023 -0.193
H -4.235 0.229 -0.386 -0.162 -0.303 0.639 0.110
H 3.281 -3.404 5.767 0.386 0.937 0.142 0.071
H -0.877 -4.239 -1.537 0.281 0.075 0.174 0.092
H 1.759 5.050 -0.961 -0.306 0.653 -0.395 0.067
H 1.017 7.207 2.783 0.132 -0.003 0.054 0.129
H 1.650 -1.986 -1.795 0.115 0.168 -0.039 0.076
H -1.749 -4.524 1.170 -0.315 0.120 0.020 0.100
H -2.867 -1.507 6.815 0.080 -0.309 0.160 0.137
H -6.872 -1.636 1.391 -0.301 0.469 -0.458 0.128
H -7.472 3.712 -2.780 0.184 -0.006 0.755 0.102
H -2.975 2.291 8.417 -0.374 -0.405 -0.203 0.108
H -2.751 -5.093 -2.662 -0.276 0.386 0.514 0.110
C 3.738 7.613 3.253 -0.503 -0.199 0.459 -0.043
C 3.531 6.121 3.691 -0.263 1.454 0.396 -0.112
H -7.756 1.656 -0.039 0.181 0.487 0.328 0.110
H 4.593 8.149 -3.722 -0.313 0.153 0.173 0.134
H 3.791 5.338 -3.221 0.035 0.651 -0.290 0.096
H -4.613 -7.459 -4.784 -0.263 -0.394 0.211 0.082
H 2.999 -4.417 4.521 0.710 -0.814 -0.405 0.081
H -6.207 -0.632 -6.818 -0.299 -0.238 -0.439 0.140
C 1.533 -0.492 4.287 0.694 -1.157 1.066 -0.105
C -1.718 -3.926 4.047 -5.753 -3.600 -1.271 -0.935
H -4.640 -8.671 -2.057 0.240 0.166 -0.066 0.107
C 3.843 -3.897 4.974 -0.392 -0.208 0.601 -0.079
H 0.243 -3.938 1.816 -0.185 -0.380 -0.398 0.089
C -7.014 1.668 -10.125 -0.231 -0.529 -0.778 -0.146
H 4.911 -6.592 -2.497 -0.155 0.039 -0.358 0.129
H 0.792 -0.962 1.471 -0.174 0.841 0.258 0.109
H 0.154 6.009 5.435 0.275 -0.482 0.419 0.122
H 8.166 1.093 3.243 0.003 0.143 0.784 0.112
H 5.188 -2.307 -0.377 -0.006 -0.014 0.018 0.080
C 4.824 8.418 -2.691 -0.122 -1.705 0.520 -0.082
O 2.383 -8.320 2.406 -0.428 -0.766 -0.893 0.003
N -7.572 0.579 -8.004 0.394 -1.253 0.272 -0.217
H 3.881 -8.394 -1.575 0.185 0.369 0.321 0.078
C 3.400 5.832 -2.331 -0.617 -0.991 0.364 -0.207
O 4.765 3.066 -3.548 -0.416 -0.526 -2.452 0.112
H -1.058 -0.295 -3.723 -0.400 -0.034 -0.081 0.071
H 6.704 5.559 -2.711 0.259 -0.089 -0.163 0.107
H 4.363 5.515 3.331 -0.627 -0.335 -0.604 0.113
C -5.519 1.317 -6.585 0.446 1.772 0.486 -0.220
C 5.669 -2.198 4.697 -0.278 1.140 -0.172 -0.105
H 4.441 -5.217 -3.605 0.492 -0.187 -0.017 0.129
H -9.255 -0.258 -6.885 0.077 0.187 -0.149 0.103
O 0.777 -2.543 0.349 3.139 -4.972 -1.247 -0.174
H -3.695 -7.765 0.462 0.426 -0.560 0.215 0.116
H -2.778 -0.367 4.764 -0.018 0.001 -0.224 0.099
C -2.937 -7.640 -0.312 -0.601 1.090 0.023 0.058
H 2.814 6.731 -2.523 0.494 0.109 -0.410 0.112
H -1.015 2.201 6.934 -0.405 -0.079 -0.166 0.117
H -7.082 1.665 -11.213 0.023 -0.901 -0.057 0.130
H 5.070 -3.544 3.197 -0.391 -0.534 0.030 0.098
H -7.667 -1.087 -0.655 0.476 -0.827 0.202 0.107
H 0.674 -5.571 -4.803 0.491 0.350 -0.126 0.072
C 1.405 8.021 6.768 -1.227 -0.450 2.823 -0.109
C -6.583 3.081 -2.798 0.946 -0.411 -1.272 -0.102
O -0.543 -4.039 4.589 2.358 -2.636 1.989 0.112
C 6.857 -1.663 2.542 0.587 1.215 0.517 -0.078
H -3.524 1.538 -5.631 -0.257 0.221 -0.006 0.076
H -3.841 -1.180 1.207 0.112 -0.100 -0.833 0.083
C -8.106 1.978 -8.062 -1.260 0.949 -0.227 -0.114
H 1.992 4.335 5.129 0.378 0.187 -0.056 0.125
H -1.426 -1.434 7.825 -0.236 0.272 0.552 0.139
H 5.105 5.199 -1.072 0.234 0.269 -0.157 0.124
C -0.096 0.956 -2.249 -0.515 -0.539 0.457 -0.108
H -0.570 -5.769 -0.699 0.087 0.374 0.903 0.096
H 2.492 1.795 0.725 0.285 -0.018 0.008 0.055
H -4.188 0.182 8.086 0.156 -0.344 -0.615 0.106
O 5.057 0.392 -0.023 -0.059 -0.819 -1.302 0.006
H 1.114 2.489 -0.037 -0.299 -0.319 -0.406 0.070
H -3.348 -8.402 -3.961 -0.050 -0.103 -0.439 0.081
C 2.878 -8.227 -1.183 -0.519 0.453 -0.426 -0.010
C -8.749 -0.442 -7.833 1.227 0.840 -0.125 0.047
O -3.387 -2.383 -2.154 -0.383 0.587 2.461 0.049
C -6.900 2.189 1.997 0.332 -1.138 -0.848 -0.030
H 0.084 -4.170 -3.933 -0.339 -0.140 0.224 0.064
O -1.827 -2.780 3.602 -0.687 5.622 -2.087 -0.079
C 8.015 -0.725 2.225 0.212 -0.229 -0.028 -0.129
C 2.746 -7.000 -4.026 0.226 -0.075 2.184 0.035
H -4.148 2.280 -1.695 0.523 0.272 1.197 0.135
C -7.376 1.196 0.873 0.235 0.338 -0.159 -0.112
H -0.551 -3.137 4.263 3.175 2.385 0.355 0.000
C 0.116 -1.545 0.845 -2.539 2.820 -0.375 -0.280
H 0.261 -0.758 6.595 -0.134 -0.152 0.071 0.137
H 3.919 8.507 -2.090 0.037 0.474 -0.129 0.126
O 4.227 3.083 -5.740 0.451 0.005 -2.143 0.293
H 2.409 -5.994 -0.763 0.064 -0.711 0.675 0.104
H -5.075 1.091 -2.296 -0.350 -0.939 0.036 0.092
C 4.562 6.100 -1.357 -0.896 1.797 -1.928 -0.084
C -1.327 -5.016 -0.920 -0.821 -0.405 -1.754 -0.141
H -4.621 -2.656 1.565 -0.416 0.152 0.624 0.086
C 5.043 1.615 0.095 0.118 -3.480 3.104 -0.889
H 3.177 4.628 1.569 -0.198 -0.095 0.348 0.099
H -1.670 1.375 -3.714 0.082 0.048 0.201 0.081
H 3.637 -7.626 -4.003 -0.094 0.074 -0.233 0.101
H -2.221 1.323 4.744 -0.344 0.087 0.152 0.087
H 1.213 -6.924 -1.691 -0.027 0.099 0.251 0.106
C -4.021 -7.549 -3.874 1.008 -0.480 -0.302 -0.080
C 7.598 -0.547 4.653 -0.613 -0.150 -1.600 -0.073